P.
The ion C11H12NO with charge +1, computed with the ωB97M-V functional and the def2-TZVPD basis.

Computed properties:
**SMILES**: C[N+]1=c2ccccc2=C[C@H](C=O)C1
**Net charge**: +1
**Highest occupied orbital energy (spin up / spin down)**: -12.5 / -12.5 eV
**Multiplicity**: 1
**Kohn-Sham gap (spin up / spin down)**: 0.262 / 0.262 Eh

Cartesian coordinates (Å):
H: 2.82399 2.56542 -0.62467
C: -1.73788 -1.00353 -0.73307
C: 0.80207 -2.62274 -0.12900
H: 0.20716 2.70067 0.77327
C: -0.66491 0.88692 0.29868
H: 1.47740 -3.04749 0.69786
C: 1.71809 -0.54460 0.79327
H: 2.36635 1.54078 1.38738
C: -2.90385 -0.31111 -0.78446
C: 2.36120 1.54107 -0.63402
H: 2.62913 -0.90907 0.25327
H: -1.96630 2.68264 0.49274
H: 1.09597 -2.61109 -1.16369
H: -3.72528 -0.83498 -1.28031
C: 0.40503 1.57134 0.71439
N: 0.53392 -1.22104 0.16779
H: 1.79088 -0.75357 1.89167
C: -2.97075 1.00550 -0.20650
H: -0.15101 -3.15067 0.17296
C: 1.74172 0.99046 0.68746
C: -1.88838 1.60099 0.28399
H: -3.92741 1.52594 0.02012
C: -0.55840 -0.52708 -0.13111
H: -1.71628 -1.99367 -1.28111
O: 2.25754 0.91891 -1.66692

These are the Mulliken partial charges, in e, on atoms 1 to 5: number 1, H, carries 0.391; number 2, C, carries -0.792; number 3, C, carries -1.187; number 4, H, carries 0.322; number 5, C, carries 1.366



Q.
The ion C11H12NO with charge +1, computed with the ωB97M-V functional and the def2-TZVPD basis.

Computed properties:
**SMILES**: C=C[N+]1=C(c2ccccc2)OCC1
**Net charge**: +1
**Highest occupied orbital energy**: -13.2 eV
**Multiplicity**: 1
**Kohn-Sham gap**: 0.329 Eh

Cartesian coordinates (Å):
H: -1.10936 0.25257 3.27262
H: 0.02873 -0.35809 -4.06793
O: 1.32406 0.09081 1.50034
N: -0.82407 0.42551 1.17078
H: -1.00962 2.02372 2.58248
C: -2.91435 1.45657 0.59594
H: 1.78708 -1.78850 0.38427
C: -0.07055 -0.03881 -1.89513
C: 0.63563 -0.42179 -0.69932
H: 1.52617 1.67695 2.86488
H: -1.93317 -0.17849 -0.45858
C: 2.04634 -1.95545 -1.77974
H: -3.80868 1.44897 -0.06608
H: 2.80118 -2.77082 -2.00099
H: 1.79732 -1.98288 -3.89628
H: -0.61922 0.88623 -2.07748
C: 0.33239 0.05904 0.63288
C: -1.92827 0.62598 0.34199
C: 1.39255 -1.57678 -2.97425
C: -0.64491 0.91130 2.50160
H: 1.17702 0.21370 3.70993
C: 0.39479 -0.68246 -3.04013
C: 1.65503 -1.36882 -0.66126
H: -2.92477 2.23193 1.37842
C: 0.88871 0.81962 2.68105

These are the Mulliken partial charges, in e, on atoms 1 to 5: number 1, H, carries 0.266; number 2, H, carries 0.312; number 3, O, carries -0.355; number 4, N, carries 0.169; number 5, H, carries 0.333



Which one sits at the top of the stability order? P does.



P.
A structure of composition C2H3NOS, computed with the ωB97M-V functional and the def2-TZVPD basis.

Computed properties:
**Highest occupied orbital energy (spin up / spin down)**: -6.7 / -9.9 eV
**Multiplicity**: 3
**Kohn-Sham gap (spin up / spin down)**: 0.269 / 0.264 Eh

Cartesian coordinates (Å):
H: -0.65014 -1.69560 -0.54817
H: 0.66162 -1.36834 -1.68462
O: -0.19990 0.13699 2.14962
N: 0.19274 0.11272 -0.30579
C: -0.40166 0.63861 1.06425
H: -0.71318 1.62209 0.79034
S: 1.00469 1.59453 -0.58847
C: 0.10583 -1.04100 -0.87716

These are the Mulliken partial charges, in e, on atoms 1 to 5: number 1, H, carries 0.253; number 2, H, carries 0.349; number 3, O, carries -0.441; number 4, N, carries -0.046; number 5, C, carries 0.070



Q.
A structure of composition C2H3NOS, computed with the ωB97M-V functional and the def2-TZVPD basis.

Computed properties:
**Highest occupied orbital energy (spin up / spin down)**: -5.3 / -10.4 eV
**Multiplicity**: 3
**Kohn-Sham gap (spin up / spin down)**: 0.225 / 0.265 Eh

Cartesian coordinates (Å):
O: 2.98622 -1.19706 -0.03210
C: 0.21854 0.50253 -0.06732
C: 2.04052 -0.45870 -0.03873
H: -0.32605 1.02804 0.81884
H: -0.23074 0.72032 -0.96852
H: 0.36625 -1.60618 -0.00685
S: 1.88661 1.29885 0.02019
N: 0.75021 -0.71001 0.08625

These are the Mulliken partial charges, in e, on atoms 1 to 5: number 1, O, carries -0.544; number 2, C, carries -0.549; number 3, C, carries 0.447; number 4, H, carries 0.272; number 5, H, carries 0.344



Which one sits at the top of the stability order? P does.



P.
The ion C5H8NO with charge +1, computed with the ωB97M-V functional and the def2-TZVPD basis.

Computed properties:
**Net charge**: +1
**Highest occupied orbital energy**: -13.4 eV
**Multiplicity**: 1
**Kohn-Sham gap**: 0.287 Eh

Cartesian coordinates (Å):
H: 0.64265 1.81759 1.27608
C: 1.22811 0.07950 0.07770
N: -1.00341 0.67774 0.42921
H: 0.27700 2.20765 -0.37778
H: -1.13482 0.07401 -1.66299
C: 0.28160 1.31369 0.33749
O: 2.45277 0.10399 -0.16815
H: -1.63110 -1.48402 0.92204
C: -1.63480 0.03487 -0.75802
C: 0.46586 -1.15638 0.40086
C: -0.97013 -0.78155 0.36966
H: -2.78089 -0.11394 -0.84324
H: 2.97805 0.85800 -0.44992
H: 0.64438 -1.27365 1.47960
H: 0.82364 -2.05835 -0.10908

These are the Mulliken partial charges, in e, on atoms 1 to 5: number 1, H, carries 0.323; number 2, C, carries 0.447; number 3, N, carries -0.247; number 4, H, carries 0.375; number 5, H, carries 0.314



Q.
The ion C5H8NO with charge +1, computed with the ωB97M-V functional and the def2-TZVPD basis.

Computed properties:
**Net charge**: +1
**Highest occupied orbital energy (spin up / spin down)**: -14.3 / -14.9 eV
**Multiplicity**: 1
**Kohn-Sham gap (spin up / spin down)**: 0.306 / 0.346 Eh

Cartesian coordinates (Å):
H: -1.10530 1.52775 0.86314
H: -0.70551 1.44677 -0.90166
H: 1.33661 1.67914 -0.92970
C: -0.83563 0.78803 0.03726
N: 0.51444 0.12452 0.13074
C: 1.58206 1.10249 -0.01663
C: -1.99274 -0.13281 -0.04227
O: 1.86341 -1.73039 0.07785
H: 2.55032 0.66590 -0.08262
H: 1.70661 -2.61580 -0.08612
C: -1.85918 -1.42020 0.11115
C: 0.72178 -1.12097 0.27533
H: -2.46983 -2.23012 0.06226
H: -2.96548 0.28514 -0.41873
H: 1.65842 1.63055 0.92002

These are the Mulliken partial charges, in e, on atoms 1 to 5: number 1, H, carries 0.317; number 2, H, carries 0.323; number 3, H, carries 0.312; number 4, C, carries -0.234; number 5, N, carries 0.081



Which one sits at the top of the stability order? P does.



P.
The ion C5H8NO with charge +1, computed with the ωB97M-V functional and the def2-TZVPD basis.

Computed properties:
**Net charge**: +1
**Highest occupied orbital energy**: -12.5 eV
**Multiplicity**: 1
**Kohn-Sham gap**: 0.189 Eh

Cartesian coordinates (Å):
H: -1.32035 1.73310 0.73481
C: -0.00868 -0.64024 0.20928
C: -0.95678 1.55649 -0.21207
H: -1.01443 -0.80309 0.39957
H: 0.49441 0.68540 -1.40781
H: 1.88608 -1.15549 -0.14061
C: 0.28061 0.67431 -0.29464
H: 1.26493 1.15329 -0.07992
H: -1.67938 0.94275 -0.89710
H: -0.15643 -2.90520 1.35737
O: -1.36302 3.79079 -0.71929
C: 1.04754 -1.53760 0.38786
N: -0.75017 2.82659 -0.96342
C: 0.77403 -2.79690 0.89167
H: 1.50162 -3.52422 0.73430

These are the Mulliken partial charges, in e, on atoms 1 to 5: number 1, H, carries 0.498; number 2, C, carries 0.126; number 3, C, carries -0.777; number 4, H, carries 0.417; number 5, H, carries 0.403



Q.
The ion C5H8NO with charge +1, computed with the ωB97M-V functional and the def2-TZVPD basis.

Computed properties:
**SMILES**: C[NH2+]C(C)=C=C=O
**Net charge**: +1
**Highest occupied orbital energy**: -14.1 eV
**Multiplicity**: 1
**Kohn-Sham gap**: 0.306 Eh

Cartesian coordinates (Å):
H: -1.33691 0.16766 -0.99654
H: 0.99809 -0.62453 -1.60221
C: 1.03507 -0.31810 1.31783
H: 0.78521 -1.34795 1.33815
N: -0.83223 -0.50816 -0.45271
O: -1.24895 3.99210 0.00692
C: 0.12505 -1.23637 -1.35563
H: -1.24056 -1.20706 0.14498
H: 0.48252 -2.19843 -0.98694
C: -0.01324 0.39772 0.44730
C: -0.84630 2.79970 0.24696
H: 0.83875 0.00600 2.34796
C: -0.34307 1.68676 0.44262
H: -0.51197 -1.54633 -2.11358
H: 2.10855 -0.06299 1.21491

These are the Mulliken partial charges, in e, on atoms 1 to 5: number 1, H, carries 0.412; number 2, H, carries 0.342; number 3, C, carries -1.157; number 4, H, carries 0.388; number 5, N, carries -0.040



Which one sits at the top of the stability order? Q does.



P.
The molecule CH5N4P, computed with the ωB97M-V functional and the def2-TZVPD basis.

Computed properties:
**SMILES**: P[C@H]1N=NNN1
**Highest occupied orbital energy**: -8.2 eV
**Multiplicity**: 1
**Kohn-Sham gap**: 0.341 Eh

Cartesian coordinates (Å):
P: -1.79160 -0.64391 -0.19437
H: -0.43920 1.44743 -0.89228
N: 1.44533 0.60994 -0.61107
C: -0.26739 0.10859 0.59826
N: 0.70642 -0.90020 0.66340
N: 0.24508 1.20264 -0.23424
H: -0.99825 -1.42989 -0.93629
H: -0.50040 0.52589 1.74737
H: -2.23730 -1.67003 0.70615
N: 1.70194 -0.57021 -0.04322
H: 2.13537 1.31974 -0.80371

These are the Mulliken partial charges, in e, on atoms 1 to 5: number 1, P, carries -0.154; number 2, H, carries 0.283; number 3, N, carries 0.027; number 4, C, carries -0.051; number 5, N, carries -0.167



Q.
A cluster of 2 separate species, CH5N4P in total, computed with the ωB97M-V functional and the def2-TZVPD basis.

Computed properties:
**Highest occupied orbital energy (spin up / spin down)**: -8.3 / -6.3 eV
**Multiplicity**: 1
**Kohn-Sham gap (spin up / spin down)**: 0.334 / 0.190 Eh

Cartesian coordinates (Å):
P: -2.15373 -0.78292 -0.17691
N: 0.85884 0.82470 0.45596
N: 1.11671 -1.36572 0.07916
N: 1.64011 -0.81609 -0.88950
H: -2.20932 0.43241 -0.73869
H: 1.56863 1.17291 -1.51443
H: -3.39817 -0.43681 0.26942
H: 0.34599 1.64979 0.51999
N: 1.44056 0.46214 -0.81028
C: 0.65146 -0.51334 0.92771
H: 0.13891 -0.62708 1.87757

These are the Mulliken partial charges, in e, on atoms 1 to 5: number 1, P, carries -0.040; number 2, N, carries -0.255; number 3, N, carries -0.095; number 4, N, carries -0.504; number 5, H, carries -0.029



Which one sits at the top of the stability order? P does.



P.
A structure of composition C17H38LiNO17P, computed with the ωB97M-V functional and the def2-TZVPD basis.

Computed properties:
**Net charge**: -1
**Highest occupied orbital energy**: -2.3 eV
**Multiplicity**: 1
**Kohn-Sham gap**: 0.162 Eh

Cartesian coordinates (Å):
H: 1.25881 6.24990 -2.35026
C: -4.20215 -4.67848 3.71107
C: 2.86638 0.22015 0.81269
C: -3.77372 -1.14899 0.57884
O: -0.10085 -1.76898 1.76094
O: -4.26588 -3.35482 3.36965
O: 0.90241 -2.52141 -0.51994
O: -2.71819 1.04193 -1.23351
H: -0.49633 3.29896 -3.40370
H: -1.57296 -5.04490 -1.59780
O: 2.44098 -4.25186 -0.64855
H: 0.26824 -5.13883 3.49642
H: 0.22439 6.21484 -3.71048
H: -0.27405 -4.72533 1.90411
H: 0.59875 4.80390 -0.43465
O: -1.14636 1.09917 -3.10176
H: -0.20125 1.82817 0.39431
H: 1.46146 5.02631 -3.30224
O: -3.54234 -3.73300 1.18666
C: 3.46032 -3.45887 -0.01960
H: -4.60009 -1.23341 -0.18231
N: -0.54467 4.92148 -2.20966
H: 2.71664 0.71873 1.73972
H: 6.03248 1.09795 -2.85301
H: -0.19983 0.53896 2.95352
C: -1.23092 4.00136 -3.16680
H: 0.73575 3.46716 -1.44221
O: 4.34871 -0.37672 -1.58454
H: 2.67408 -0.83597 0.88853
H: -2.49516 5.74476 -1.37431
H: -1.34628 4.53353 0.70303
C: 0.09810 -4.32907 2.75201
H: -1.55472 0.89492 3.91562
H: -0.99676 6.57247 -0.93044
H: -1.35145 -3.75766 -0.35258
H: -1.06399 -3.30790 -2.13709
H: -1.56806 4.66901 -3.91632
H: 3.07838 -3.00353 0.94268
H: 7.19630 -0.06134 -1.97224
C: 1.23037 -3.80560 -0.62783
C: -0.44720 -1.99995 2.92646
O: -0.28804 0.90541 -0.55337
C: -1.01427 -4.15248 -1.29853
H: -3.15339 -5.14474 3.42787
O: 0.28859 -4.61157 -1.20832
H: 1.28808 -4.33757 2.13342
H: -4.26352 -4.80640 4.78756
O: 4.27899 0.53945 0.57795
H: -1.65340 6.72160 -2.55413
C: 4.83380 0.40187 -0.72663
H: 2.15205 0.51413 -0.07597
C: 0.62159 5.68097 -2.87268
O: -4.04698 -1.72234 1.79852
O: -1.11573 -0.78091 -1.60687
O: 5.92474 1.08198 -0.74943
H: -2.12255 3.44897 -2.89076
H: 4.55661 -3.61661 -0.19107
H: -5.12737 -4.95176 3.23632
O: -0.37130 2.69242 1.03388
O: -0.38611 -3.25317 3.47244
H: -1.71803 2.98746 -0.30373
C: -1.43139 6.06764 -1.69386
C: -3.95754 -2.98029 2.12054
H: -2.87316 -1.59279 0.39657
H: -1.86955 0.17845 2.45474
Li: -0.17631 -0.84942 -0.07311
C: 0.00754 4.18093 -1.02656
H: 3.52347 -2.74933 -0.72218
C: -0.95429 3.71739 0.04317
H: -3.45374 -0.15781 0.87928
P: -1.37568 0.64850 -1.71359
O: -1.12808 -1.09910 3.64208
C: 6.73312 0.88024 -1.99864
H: 7.58757 1.49307 -1.91791
C: -1.21502 0.25875 3.20855

These are the Mulliken partial charges, in e, on atoms 1 to 5: number 1, H, carries 0.484; number 2, C, carries -0.574; number 3, C, carries 0.238; number 4, C, carries -0.118; number 5, O, carries 0.186



Q.
A structure of composition C17H38LiNO17P, computed with the ωB97M-V functional and the def2-TZVPD basis.

Computed properties:
**Net charge**: -1
**Highest occupied orbital energy**: -2.2 eV
**Multiplicity**: 1
**Kohn-Sham gap**: 0.148 Eh

Cartesian coordinates (Å):
O: 4.48203 -1.20334 -0.58742
H: -0.53466 -1.60213 -5.14042
C: 0.42939 1.21338 5.18776
O: 0.16812 -1.90315 3.24742
C: -6.29353 2.58466 3.75888
H: -0.26457 -5.19604 -6.21412
H: 1.35876 -2.32085 1.68678
H: 1.57145 2.62523 0.96631
H: 5.89012 2.93179 0.69436
H: -0.16404 1.77783 4.62583
H: -0.26256 -1.81958 1.39691
H: -1.70681 0.33444 1.26326
O: -0.56257 -0.95952 -0.83311
O: -0.04959 -0.04634 -3.07326
O: 0.65178 5.76367 3.19471
C: 1.12451 4.67353 2.51931
C: 0.56846 -3.34933 -2.83551
H: -2.94068 -2.73272 -5.15667
C: 0.43406 -0.47217 3.47667
O: 0.58221 0.26463 2.49355
C: -0.31572 -2.53317 -5.60666
H: 3.47040 -2.52133 0.53538
H: 0.28567 1.23953 6.29588
H: 0.39010 5.35493 5.24251
C: 3.62230 -2.30921 -0.50271
H: -0.62719 -2.64033 -6.62442
H: 0.46715 6.96097 4.89720
H: 2.57104 3.70462 0.56954
O: 0.84547 4.59410 1.20222
N: -0.95527 -3.66094 -4.89235
H: 1.91202 6.05960 4.83799
H: 0.73139 -2.44078 -5.78002
O: -0.50129 1.18184 -1.03572
H: -1.85684 1.89604 1.37991
O: 5.23759 0.85217 -0.04266
H: -6.76454 2.94527 2.99337
H: -2.85903 1.12778 0.12679
H: 4.04440 -3.00814 -0.99422
C: -4.39119 1.96779 2.43171
O: -4.09060 3.17319 2.16940
H: -1.44843 -4.16096 -2.98318
H: 0.40952 -3.53124 1.70107
H: 0.16059 -2.35726 -1.16168
H: 0.17978 -5.52733 -4.60897
C: 0.97267 6.07524 4.55904
C: -2.48573 1.06116 1.20450
H: 1.41072 -3.93700 -3.26290
H: -1.25274 -6.01892 -5.20021
C: -0.91631 -3.38608 -3.43598
O: 1.88243 3.88681 3.10390
C: -0.52195 -5.16585 -5.19211
H: -5.70456 3.44926 4.12363
O: -5.37954 1.59012 3.21997
C: 0.30255 -2.32681 1.99011
Li: 0.49193 0.19561 0.27091
H: 4.66435 2.89465 -0.54906
H: -2.64866 -3.81398 -6.25147
C: 1.57703 3.57958 0.46234
O: -3.56196 0.96351 2.16130
C: 4.15994 -0.01504 -0.04724
C: 5.01420 2.28269 0.26546
C: -2.37375 -3.72256 -5.25674
H: 1.37785 1.77530 4.89292
O: 3.00209 0.31597 0.27749
O: -2.40219 -0.09812 -2.24256
H: 1.00949 -2.49947 -3.20380
H: 2.40662 -2.12483 -0.68876
O: 0.42365 -3.23005 -1.44529
H: 0.98627 3.79260 -0.56053
H: -1.31711 -2.46099 -3.09098
O: 0.23722 -0.07211 4.71305
H: 4.39955 2.30972 1.03525
H: -2.94488 -4.49250 -5.17788
H: -6.86493 2.16175 4.43684
P: -0.94344 0.09921 -1.93283

These are the Mulliken partial charges, in e, on atoms 1 to 5: number 1, O, carries -0.410; number 2, H, carries 0.440; number 3, C, carries -0.672; number 4, O, carries -0.445; number 5, C, carries -0.810



Which one sits at the top of the stability order? P does.